20
Properties=species:S:1:pos:R:3:mulliken_charge:R:1 method="wB97M-V/def2-TZVPD" smiles="CCCC(=O)O.O.O" e_above_lowest_ev=0.000 lumo_ev=0.59 largest_force_ha_per_bohr=0.0234 e_tot_ha=-460.5826 homo_energy_ev=-10.35
O 1.52238 -0.98142 1.90737 -0.58
C 1.69300 -0.56829 0.79771 0.55
O 2.68675 -1.09984 0.02855 -0.48
C 0.89564 0.54187 0.13430 -0.28
C 0.53170 0.34595 -1.34611 -0.17
C -0.37585 1.45084 -1.82429 -1.32
H 2.61795 -0.72518 -0.86674 0.32
H 1.49376 1.43482 0.31957 0.36
H -0.01106 0.63127 0.70595 -0.04
H 1.43132 0.28951 -1.96584 0.41
H -0.02819 -0.58858 -1.36620 0.24
H -1.23541 1.58863 -1.17847 0.30
H -0.86133 1.26916 -2.78378 0.36
H 0.08285 2.43925 -1.89355 0.34
H -0.65478 -2.21518 2.32567 0.32
H -1.62160 -3.07137 1.51464 0.29
O -1.31370 -2.16687 1.62261 -0.61
H -2.94591 0.62264 1.67160 0.30
H -1.73145 -0.02655 1.06859 0.35
O -2.17606 0.82935 1.12842 -0.64

=====

20
Properties=species:S:1:pos:R:3:mulliken_charge:R:1 method="wB97M-V/def2-TZVPD" smiles="C=C/C=C/O.O.O.O" e_above_lowest_ev=2.828 lumo_ev=0.63 largest_force_ha_per_bohr=0.0734 e_tot_ha=-460.4787 homo_energy_ev=-8.41
C 2.71217 -1.78104 1.86519 -0.74
C 1.88151 -1.93688 0.82170 -0.21
C 1.26285 -1.00889 -0.07046 -0.01
C 0.44609 -1.29167 -1.11427 -0.07
O -0.03214 -0.22681 -1.89384 -0.45
H 3.34398 -2.59652 2.36767 0.23
H 3.10283 -0.78095 2.10836 0.26
H 1.49329 -3.00474 0.62672 0.16
H 1.37712 0.14395 0.10394 0.21
H 0.32946 -2.26507 -1.60926 0.26
H -0.59809 -0.66971 -2.52523 0.34
H -3.36269 -0.28347 -0.98926 0.30
H -2.38016 0.51210 -1.63881 0.32
O -3.19762 0.05612 -1.81224 -0.62
H 2.05112 1.72614 -0.93980 0.35
H 2.79277 2.89367 -0.11573 0.31
O 1.99513 2.43225 -0.28568 -0.64
H -4.12585 3.10921 1.12613 0.33
H -5.02060 2.43602 2.03121 0.32
O -4.07118 2.53627 1.94368 -0.64

=====

20
Properties=species:S:1:pos:R:3:mulliken_charge:R:1 method="wB97M-V/def2-TZVPD" smiles="CCCC(=O)O.O.O" e_above_lowest_ev=2.509 lumo_ev=0.47 largest_force_ha_per_bohr=0.1283 e_tot_ha=-460.4904 homo_energy_ev=-10.42
O -1.74330 -1.74735 -0.39641 -0.51
C -1.20598 -0.70656 -0.31390 0.68
O -1.43715 -0.16232 0.92045 -0.56
C -0.42820 0.12705 -1.23358 -0.76
C -0.31153 -0.75175 -2.52618 -0.18
C 0.76194 -1.76343 -2.38049 -1.24
H -0.72598 0.61823 1.24395 0.35
H 0.67563 0.46630 -1.04662 0.35
H -0.98957 1.01574 -1.40022 0.35
H -1.32453 -1.16615 -2.86815 0.27
H 0.23150 -0.04661 -3.33278 0.23
H 1.82822 -1.45363 -2.02057 0.28
H 1.19231 -2.04970 -3.35680 0.34
H 0.58613 -2.58956 -1.74352 0.38
H -0.24742 -1.81092 4.25552 0.33
H -1.43084 -1.05933 4.97560 0.29
O -0.67499 -0.93359 4.53045 -0.61
H 1.82706 5.35638 2.19404 0.30
H 1.71978 4.13508 2.68995 0.31
O 1.69693 4.52212 1.80926 -0.61